15
Properties=species:S:1:pos:R:3:forces:R:3 method="wB97M-V/def2-TZVPD" homo_energy_ha="-0.488 / -0.485" total_charge=+1 lumo_ha="-0.2098 / -0.2105"
H -2.48464 -1.03387 -1.39498 -0.6 -0.2 0.0
H 1.11643 0.17671 2.79160 0.3 0.4 -2.0
H -0.04618 2.38801 0.43413 -0.1 0.3 -1.0
C -1.64912 -1.59807 -1.04215 1.3 3.1 1.7
H 0.51115 -0.75243 1.43312 0.6 -0.7 0.0
N 1.26395 0.86338 0.72534 0.1 0.4 -0.1
C 0.32276 1.51101 -0.09487 -2.2 -2.2 -1.2
H -0.98819 -1.99238 -1.75896 0.6 -0.7 -0.6
H 0.01198 0.11934 -1.87240 0.4 0.6 0.2
C 1.36562 -0.12127 1.69717 0.0 -0.9 3.2
H -1.50918 1.03167 -1.39865 2.2 -0.7 0.9
H -1.60531 -1.93045 -0.00647 -0.3 -0.2 -0.5
C -0.52037 0.53719 -1.01861 -2.4 0.7 -0.3
H 2.38108 -0.51145 1.75089 -0.3 -0.5 -0.4
N 1.83003 1.31260 -0.24514 0.4 0.6 0.1


95
Properties=species:S:1:pos:R:3:forces:R:3 method="wB97M-V/def2-TZVPD" homo_energy_ha=-0.302 lumo_ha=-0.0317
H 1.52062 -3.04874 -1.12409 0.0 0.0 0.0
H 4.77160 -2.91289 3.05834 0.0 0.0 0.0
H -0.28220 -4.69421 0.83792 0.1 0.0 0.0
H -2.80643 5.59172 2.58726 0.0 0.1 0.0
H 4.74846 -2.69954 -3.90535 0.1 0.0 0.0
H -1.42314 3.66946 -0.12625 0.0 0.0 0.1
H 1.74188 0.32807 -3.72878 0.0 0.1 0.0
C 4.23248 -1.64295 1.41695 -0.2 0.1 -0.1
C -0.51883 -2.10902 -4.49181 0.0 0.0 0.0
Ta 0.26549 0.08916 0.32744 0.2 0.0 -0.7
C 2.71635 -2.29824 3.15711 -0.1 0.1 -0.1
H 3.58319 -3.93839 -2.11184 0.0 -0.1 0.0
O -0.07404 -1.80621 4.04978 0.1 0.0 -0.1
C -0.80975 -0.48962 -2.58267 -0.2 0.0 0.0
C 2.14807 -0.60908 -3.37279 0.0 -0.1 0.1
H 0.84710 2.75805 -0.38554 0.0 0.1 -0.1
O 4.27146 0.23790 -0.92833 0.0 -0.1 0.1
O -1.32719 1.98067 2.39592 -0.4 -0.1 -0.1
N 0.82543 1.89651 1.72060 0.0 0.2 0.5
O -3.91117 -2.30394 -0.44968 0.0 0.2 0.0
H 0.41268 1.16511 4.78325 0.0 -0.1 -0.1
H -2.50238 0.15099 -0.06357 -0.1 1.1 -0.2
O -0.31810 -0.54263 2.22144 -0.4 0.4 -0.3
H -3.58285 2.29947 -0.47831 0.1 0.0 0.1
C -0.51626 2.88890 -1.90693 0.0 0.3 -0.2
H 2.47198 -2.79380 4.08529 0.0 0.0 0.0
C -0.70682 -2.44392 -5.82220 0.0 0.0 0.0
C 1.39849 4.07291 3.57874 0.0 0.1 0.0
N 0.42247 2.14723 -1.07849 0.3 -0.4 0.1
H -0.34929 -3.39625 -6.18785 0.0 -0.1 0.0
C -0.19649 2.42389 2.48730 0.2 0.2 -0.2
H 3.81491 -0.55004 -4.70456 0.0 0.0 -0.1
H -2.79747 1.55926 -1.86145 0.0 0.1 0.0
C -3.27546 -3.44619 -0.12594 -0.1 0.0 0.0
H -0.49957 4.01396 5.49715 0.0 0.0 0.0
C 3.83658 -2.30922 -3.47761 0.0 0.0 0.0
H -0.50566 5.66296 3.54459 0.0 0.0 0.0
H -3.96881 -6.74069 0.11944 0.0 0.0 0.0
N -1.96008 1.00848 -0.02037 -0.5 1.9 -0.2
N 2.32826 3.31495 2.93240 0.2 0.0 0.0
C -1.92646 -3.47652 0.23537 0.2 -0.1 0.0
H -2.03466 1.30477 0.94923 -0.2 0.3 0.3
H -1.50857 2.77593 4.74294 0.0 0.0 0.0
C -2.35699 4.70302 3.02775 0.0 0.0 0.0
C 1.73601 -1.56722 2.51334 0.0 -0.1 0.2
C 0.24514 -0.68976 -1.78667 -0.2 0.1 0.0
C 3.27255 0.01385 -0.30052 0.2 0.0 0.0
O 3.11136 1.60194 1.76225 0.2 0.0 0.0
C -1.82613 -0.35811 -6.19917 0.0 0.0 0.0
H -0.02560 3.77438 -2.33154 -0.1 -0.1 0.1
C -4.00328 -4.63362 -0.17091 0.1 0.0 0.0
H -2.02963 0.91138 -4.48959 0.0 0.0 0.0
H -1.49389 -1.83123 -7.72203 0.0 0.0 0.0
H 5.20307 -1.60878 0.94579 0.0 0.0 0.0
C 3.31196 -1.10557 -3.92651 0.0 0.0 0.0
H -2.69500 4.64654 4.06022 0.0 0.0 0.1
C -1.12166 -2.25693 0.26529 0.3 -0.6 0.0
C 0.38125 2.03702 5.43733 0.0 0.0 0.0
H -3.27658 -1.57268 -0.31911 -0.2 -0.3 -0.1
H -1.67824 0.02985 -2.18428 0.1 -0.1 -0.1
C -0.02206 3.59896 3.44778 0.0 -0.1 0.1
H -2.73793 3.82890 2.50635 0.0 0.0 0.0
C 2.01985 -2.49570 -1.90725 0.0 0.0 0.1
C -1.32595 -4.69739 0.55916 0.0 0.0 0.0
C -2.04837 -5.86950 0.52623 0.0 0.1 0.0
H -0.02550 1.70133 6.38931 0.0 0.0 0.0
C 3.18539 -2.99822 -2.46943 0.0 0.0 0.0
H -0.01951 -2.80021 -3.82779 0.0 0.0 0.0
H 1.40236 2.37643 5.61630 0.0 0.0 0.0
C -1.35169 -1.56754 -6.68292 0.0 0.0 0.0
O -1.64378 -1.09742 0.15273 1.0 -3.0 0.3
C -1.64524 -0.02980 -4.86616 0.0 0.0 0.0
H -0.80808 2.25641 -2.74947 0.0 0.0 0.0
C 0.33619 -1.33339 3.01657 0.0 -0.2 0.3
H -0.54084 5.03145 1.91290 0.0 0.0 0.0
H -1.58077 -6.80803 0.78406 0.0 0.0 0.0
H 1.19896 1.81006 -1.63990 0.0 0.0 0.0
C 1.47865 -1.29480 -2.35699 0.1 0.1 -0.1
C 3.98160 -2.34862 2.58359 -0.1 0.0 0.0
C 2.12538 2.21198 2.10359 -0.1 0.0 0.0
C -1.73081 3.25821 -1.09272 -0.4 -0.2 0.0
H -5.04257 -4.58912 -0.45985 -0.1 0.0 0.0
C -3.39191 -5.82687 0.15380 0.0 0.1 0.0
C -0.84277 4.81431 2.94513 0.0 0.0 0.0
O 1.72028 5.03837 4.23298 0.0 0.0 0.1
C -0.48717 3.13721 4.84679 -0.1 0.1 -0.1
C -0.97292 -0.88754 -3.99780 0.0 0.0 0.0
N 1.97611 -0.92460 1.37920 0.1 0.0 0.5
C 3.18939 -0.92780 0.85667 0.3 -0.1 -0.1
H -2.34159 0.32644 -6.85784 0.0 0.0 0.0
H -2.29721 4.04321 -1.59599 -0.1 -0.1 0.0
C -2.60582 2.02191 -0.88966 0.2 0.4 0.2
O 0.12975 -2.27297 0.38407 -0.2 0.2 -0.2
O 2.10761 0.59203 -0.48270 -0.3 -0.3 -0.1
H 3.30079 3.54001 3.10358 -0.1 -0.1 -0.1


76
Properties=species:S:1:pos:R:3:forces:R:3 method="wB97M-V/def2-TZVPD" multiplicity=2 homo_energy_ha="-0.372 / -0.393" total_charge=+1 s2=0.767 lumo_ha="-0.1114 / -0.1510"
N 4.68857 -0.43489 -3.54847 0.0 0.0 0.0
H 2.40927 -3.69274 3.70878 0.0 0.0 0.0
N 3.03514 0.84900 -2.66049 -0.1 0.2 0.0
H 1.13989 -5.81863 1.09575 0.0 0.0 0.0
H -0.83962 -0.37149 -5.44376 0.0 0.0 0.0
C -1.49968 0.71648 3.55306 0.0 -0.1 -0.1
H -2.83611 0.39521 5.18291 0.0 0.0 0.0
N -0.94603 0.23539 2.41970 0.2 0.4 0.0
C 1.09138 5.12802 0.88503 0.0 0.0 0.0
C -4.68530 0.12230 -2.69043 0.0 0.0 0.0
C 3.60905 -4.02782 -0.10616 0.0 0.0 0.0
H -0.39198 3.75791 3.94679 0.0 0.0 -0.1
Si 2.35569 -3.65948 1.23909 -0.1 0.0 0.1
H -3.08724 -0.39265 -5.62167 0.0 0.0 0.0
C 3.13174 -3.89917 2.91675 0.0 0.0 0.0
C 1.78909 -1.91947 1.08379 0.1 -0.1 -0.2
C -3.60955 0.27591 -1.83164 0.0 0.0 0.0
O -0.49137 2.94265 3.44347 0.3 0.2 -0.4
H -3.35537 1.45756 -0.04697 0.0 0.0 0.0
H -2.17881 2.46339 4.50069 0.0 -0.1 0.0
Cl 4.41510 6.04451 2.89375 0.0 0.0 0.0
H -4.94935 0.70339 -0.22889 0.0 0.0 0.0
H -3.50308 -1.87628 4.44959 0.0 0.0 0.0
Cl -0.14155 5.89801 -0.02193 0.0 0.0 0.0
C -4.51652 -0.12491 -4.04798 0.0 0.0 0.0
N 3.81202 -1.05239 -1.50471 0.2 0.1 -0.3
C 3.13758 5.14015 2.20805 0.0 0.0 0.0
C -3.88119 0.56321 -0.38257 0.0 0.0 0.0
Ir 0.47295 0.96565 0.87625 -0.3 -0.1 0.3
C 0.86253 -4.76441 1.02969 0.0 0.0 0.0
H -5.58951 0.28437 -5.85970 0.0 0.0 0.0
C -2.79171 -1.29590 3.87754 -0.1 0.0 0.1
C -2.11384 -0.05635 -3.75651 0.0 0.0 0.0
C -1.20803 2.03932 4.22139 0.0 0.0 0.1
H 0.38280 -4.60148 0.06260 0.0 0.0 0.0
H -6.62665 -0.02160 -4.45867 0.0 0.0 0.0
H 3.97095 -5.05498 -0.02457 0.0 0.0 0.0
C -2.30587 0.17931 -2.37194 0.0 0.0 0.0
H 5.28678 -1.23982 -3.58072 0.0 0.0 0.0
C -1.12801 0.34087 -1.56757 0.0 0.0 0.0
C -2.42022 -0.03746 4.28243 0.0 0.0 0.0
N 1.69237 1.25588 -0.65627 -0.2 0.3 -0.3
H 3.97779 -3.22398 3.05532 0.0 0.0 0.0
H -0.67864 1.81030 5.15428 0.0 -0.1 0.0
H -0.85848 -1.38880 1.14747 -0.1 0.0 0.0
O 1.94351 1.76128 1.98593 -0.1 0.0 0.2
C 2.30048 1.09783 -1.62388 0.4 -0.3 0.0
H -0.14020 -0.94089 -3.93538 0.0 0.0 0.0
H -0.19094 0.78675 -4.29231 0.0 0.0 0.0
H -0.17174 0.39417 -2.08873 0.0 0.0 0.0
C -5.69942 -0.30748 -4.95088 0.0 0.0 0.0
H 4.70871 0.22528 -4.30580 0.0 0.0 0.0
H -2.46006 -2.77816 2.34225 0.0 0.0 0.0
C 1.28377 -0.81259 1.01923 -0.1 -0.1 -0.1
C 0.99413 3.71426 1.04879 0.0 0.1 0.1
Cl 4.25401 2.93029 3.30513 0.0 0.0 0.0
O 0.02507 3.04278 0.57711 -0.1 -0.2 0.2
Cl 2.24432 7.51546 1.24051 0.0 0.0 0.0
H -5.78389 -1.35334 -5.25275 0.0 0.0 0.0
C -2.22295 -1.79359 2.71909 0.0 0.0 0.0
H 3.15118 -0.94026 -0.74578 -0.1 0.0 0.2
H 3.16505 -3.91142 -1.09755 0.0 0.0 0.0
C 2.13121 5.82073 1.44289 0.0 0.0 0.0
C -1.32540 -1.00856 2.03920 -0.1 0.0 0.0
H -3.54288 -0.25552 0.25370 0.0 0.0 0.0
C -3.22343 -0.20861 -4.56249 0.0 0.0 0.0
O -1.12645 0.42515 -0.33014 0.0 0.0 0.1
C 3.83481 -0.21363 -2.54515 0.0 -0.2 0.1
C -0.74423 -0.15012 -4.38308 0.0 0.0 0.0
H 4.46022 -1.81777 -1.43373 0.0 0.0 0.0
H 0.12613 -4.56426 1.81157 0.0 0.0 0.0
H -5.68891 0.20542 -2.29107 0.0 0.0 0.0
H 3.48932 -4.92317 3.04362 0.0 0.0 0.0
H 4.47501 -3.36753 -0.01876 0.1 -0.1 0.1
C 3.08076 3.78192 2.39104 0.0 0.0 0.0
C 2.02582 3.03148 1.81484 -0.1 0.1 0.1


75
Properties=species:S:1:pos:R:3:forces:R:3 method="wB97M-V/def2-TZVPD" multiplicity=3 homo_energy_ha="-0.166 / -0.187" total_charge=-1 s2=2.013 lumo_ha="0.0859 / 0.0800"
O -0.74105 4.52499 0.94815 -0.1 0.1 0.1
H 5.63875 -0.91539 0.77188 0.0 0.0 0.0
C 1.58207 0.31201 2.71356 -0.1 0.0 0.1
Br 6.20931 -0.55023 3.47354 -0.1 0.0 0.0
C -4.33952 0.68340 1.00228 0.3 0.1 0.3
H 4.60323 6.23116 -0.81863 -0.1 0.0 0.1
H 3.56470 5.30415 -2.89307 -0.1 -0.1 0.0
N 1.85234 -0.27694 0.43685 -0.1 0.3 0.3
H -3.82107 6.30196 -1.42304 0.2 0.0 0.0
H -2.27792 7.19527 -1.51307 -0.1 -0.1 0.0
H -7.67796 0.62679 1.33116 0.0 0.0 0.0
B -2.15584 0.67914 0.45672 -0.2 -0.2 -0.1
H 2.99213 3.86466 -2.00541 0.0 0.1 0.0
H -7.51704 0.33666 -1.10702 0.0 0.0 0.0
H 1.84442 4.83888 -2.93067 0.1 0.0 0.1
H 0.87340 6.37760 1.96306 -0.1 0.0 0.1
H 1.62962 3.96308 2.17138 -0.1 0.0 0.1
C -4.24762 0.51575 -0.36870 0.3 0.0 -0.2
H 2.03664 -0.69796 -1.54580 0.0 0.0 0.0
C 4.57484 -0.73764 0.68398 0.0 0.0 0.1
C -5.55244 0.72838 1.64802 -0.2 0.0 0.1
C -2.16960 5.32200 -3.46815 0.0 0.0 -0.2
H -2.78617 3.59881 -0.54198 0.0 0.0 -0.1
C -6.61191 0.43278 -0.51805 0.2 0.0 0.0
C 0.00848 6.12824 2.58306 0.0 0.1 -0.1
H -1.70250 4.48273 -3.99338 -0.1 0.1 0.0
C -1.67258 4.34628 3.10768 -0.1 -0.1 0.0
Br 1.10916 0.85670 5.45165 0.0 0.0 0.0
O -2.92827 0.50501 -0.73190 -0.2 0.0 0.1
H -5.60791 0.85912 2.72229 0.0 0.0 -0.1
H 3.59809 6.48409 0.63176 0.0 -0.1 -0.1
C 2.45452 -0.13322 1.64417 0.0 0.0 0.0
C -2.10385 5.08685 -1.96902 0.2 0.0 0.1
C 2.74271 4.88457 -2.30381 -0.2 -0.1 0.0
H -1.53161 4.52440 4.17947 0.0 0.0 -0.1
H -0.81350 6.80366 2.32317 0.1 0.0 0.0
O -3.08027 0.78197 1.53178 -0.2 0.1 -0.1
C -0.40514 4.67944 2.33831 0.1 -0.1 -0.2
Ni -0.09692 0.69608 0.50859 -0.4 -0.4 0.4
C 2.56543 -0.61176 -0.60314 0.0 -0.1 -0.2
C -5.36637 0.38939 -1.16021 -0.2 0.0 0.0
C -2.79377 3.77254 -1.62404 0.0 -0.1 0.1
H 2.00102 7.82745 -0.65232 0.0 -0.1 -0.1
H -2.49592 4.97073 2.74892 0.0 0.0 0.0
C 2.50318 5.76259 -1.07921 -0.3 0.0 0.0
H 0.91898 3.78736 3.79506 0.0 0.0 -0.1
C 3.94755 -0.84570 -0.52270 0.0 -0.1 -0.1
H 1.06062 7.09155 -1.96853 0.1 0.0 0.0
H -1.63185 6.23954 -3.72632 -0.1 -0.1 0.0
H -1.93645 3.29516 2.95499 0.0 0.1 0.0
S 0.59237 2.33234 -0.86781 0.3 0.6 -0.4
C 2.18062 0.35187 3.97640 0.0 0.1 -0.1
H 4.49864 -1.10877 -1.41513 0.0 0.0 0.0
O 0.36497 0.63026 2.46286 0.3 -0.3 0.0
Si 0.13227 4.32581 -0.42100 0.0 -0.1 0.0
C 3.76434 5.83560 -0.23389 0.2 0.0 0.1
C 3.83414 -0.38239 1.83250 -0.1 -0.1 -0.1
H 4.02329 4.83447 0.12640 0.0 0.1 0.0
C 0.71360 3.72015 2.72187 0.1 0.1 -0.1
C -2.74482 6.24968 -1.21533 0.0 0.0 0.1
H -3.21084 5.41298 -3.79908 0.1 0.0 0.0
H 0.42993 2.69409 2.48945 0.0 0.2 0.1
C -6.70233 0.59823 0.85962 0.1 0.0 0.0
H -2.59769 6.10982 -0.14001 0.0 0.0 -0.1
H 3.95098 0.15107 5.18231 0.0 0.0 0.0
C 4.35430 -0.26310 3.14104 0.1 0.0 0.0
C 3.54190 0.08086 4.18364 -0.2 0.0 0.0
H 2.75341 7.57998 -2.24972 -0.1 0.0 0.1
H -2.28207 2.93824 -2.10504 0.0 0.0 0.0
O -0.70357 5.05450 -1.64533 -0.2 0.0 0.0
C 2.05578 7.15791 -1.51670 0.0 0.0 -0.1
H 0.26766 6.27541 3.63703 0.0 0.0 -0.1
H -5.28245 0.26274 -2.23306 0.0 0.0 0.1
O 1.48724 5.24160 -0.21980 0.2 0.0 -0.1
H -3.83380 3.79566 -1.96629 0.1 0.0 0.1


Repeat the first record exactly.
15
Properties=species:S:1:pos:R:3:forces:R:3 method="wB97M-V/def2-TZVPD" homo_energy_ha="-0.488 / -0.485" total_charge=+1 lumo_ha="-0.2098 / -0.2105"
H -2.48464 -1.03387 -1.39498 -0.6 -0.2 0.0
H 1.11643 0.17671 2.79160 0.3 0.4 -2.0
H -0.04618 2.38801 0.43413 -0.1 0.3 -1.0
C -1.64912 -1.59807 -1.04215 1.3 3.1 1.7
H 0.51115 -0.75243 1.43312 0.6 -0.7 0.0
N 1.26395 0.86338 0.72534 0.1 0.4 -0.1
C 0.32276 1.51101 -0.09487 -2.2 -2.2 -1.2
H -0.98819 -1.99238 -1.75896 0.6 -0.7 -0.6
H 0.01198 0.11934 -1.87240 0.4 0.6 0.2
C 1.36562 -0.12127 1.69717 0.0 -0.9 3.2
H -1.50918 1.03167 -1.39865 2.2 -0.7 0.9
H -1.60531 -1.93045 -0.00647 -0.3 -0.2 -0.5
C -0.52037 0.53719 -1.01861 -2.4 0.7 -0.3
H 2.38108 -0.51145 1.75089 -0.3 -0.5 -0.4
N 1.83003 1.31260 -0.24514 0.4 0.6 0.1